The following is a quantum chemistry calculation of a cluster of 3 separate species, C34H52BrCl2N5O14PS in total at a distorted geometry, from the OMol25 dataset.

Positions of all 110 atoms, in Å:
H (2.8646, -7.5844, -0.1093)
C (3.6482, -6.4287, 1.7483)
H (2.9659, 1.4960, 1.9189)
C (-3.0602, 6.1495, -0.9733)
H (4.1874, -6.0931, 5.5803)
H (-1.8197, -0.6249, 3.1776)
C (-6.4480, 7.8952, 3.1440)
H (-1.6587, 8.2949, -0.3207)
O (5.0946, 0.9220, -2.3637)
H (1.3247, 0.9954, -0.4005)
N (-1.8076, -0.7585, -3.1140)
C (5.9582, -5.7041, 3.8814)
H (-4.5380, 3.9078, -2.8088)
H (6.8013, -5.4320, 4.6766)
C (3.2270, -0.6545, -1.5918)
P (-2.9161, -1.9545, -3.9192)
C (-6.8351, 8.6950, 5.3070)
C (3.2464, -6.4718, 3.3640)
H (-6.2588, 7.9597, 0.5071)
H (-7.5186, 8.5407, 6.1465)
C (-1.9644, -1.4840, 6.0635)
H (-5.1582, 6.6965, 1.1711)
C (-2.5847, 8.0978, 0.2292)
H (0.8656, -4.7494, -2.3258)
H (-1.6234, 1.4029, -2.6151)
H (3.9861, 1.9223, -6.0146)
H (-3.0165, -1.1660, 5.5997)
H (4.6046, 1.8270, 2.8960)
O (-1.2147, -3.7593, 4.9934)
S (-2.5325, -1.9249, -5.8345)
C (4.1458, 1.3181, 1.9481)
C (4.6944, 1.9847, 0.5157)
N (-0.1232, -1.6580, 4.0572)
H (1.2612, -2.7267, -1.5219)
C (-3.2328, 0.4659, -1.2796)
H (3.3952, -4.1636, -0.8422)
C (0.4561, 0.3061, -0.8049)
H (2.3021, -3.5380, -4.3438)
H (-3.5311, 3.5801, -1.3853)
H (1.0587, -1.6782, 0.3773)
C (1.5501, -2.2942, -2.5870)
O (-3.4131, 1.5988, -0.5519)
H (-4.6700, -0.4978, -4.2092)
O (-4.0271, 5.5723, -1.7306)
H (2.9213, -0.9391, -0.4789)
H (4.0388, -1.4773, -1.8927)
C (2.0329, -4.8897, -2.5294)
O (-2.8687, -3.5373, -3.1954)
O (-3.5054, 7.3698, -0.5810)
H (2.5679, 3.1754, -5.9846)
Cl (2.8986, -1.0790, -5.6304)
H (-0.5197, 0.9938, -0.7732)
H (3.6798, -3.2550, -3.0902)
H (-2.8129, 4.3176, -2.8644)
C (-0.9163, -1.2771, 2.7919)
C (2.7987, 2.0156, -5.9320)
C (2.3737, -0.0489, -4.1339)
H (-6.6646, 6.2395, 0.3530)
H (-0.7961, -1.4937, 0.0624)
C (0.0005, -0.2937, 1.8455)
C (-2.4407, 0.5687, -2.7481)
H (1.0884, -0.2084, 2.3283)
H (-0.5099, 0.7574, 1.7791)
O (-1.9785, 5.6567, -0.6937)
N (0.1653, -2.3173, -3.2665)
C (-3.6944, 4.2734, -2.2167)
O (-5.4955, 8.6430, 2.9874)
Cl (1.8199, 2.7209, -3.2010)
H (2.1407, -5.7522, -3.3393)
H (0.6169, -2.3168, 3.7282)
C (2.3436, 1.4408, -4.4285)
O (5.8855, 2.5978, 0.4176)
C (4.0536, 0.7574, -1.5009)
O (3.7614, 1.8985, -0.6209)
H (-1.3607, -2.2123, 2.2459)
C (5.1603, -6.0585, 1.2090)
H (-3.2097, 0.9777, -3.5403)
H (3.7242, -5.9877, -1.3547)
O (-6.9207, 7.0055, 2.2350)
N (1.9419, -5.5678, -0.0245)
C (0.2032, -0.8843, 0.2936)
H (7.4331, -5.4184, 1.9265)
H (1.8171, -7.6967, 4.1851)
H (-3.0439, 9.0568, 0.4844)
H (-2.0749, -2.0706, 7.0735)
C (-1.0893, -2.4132, 4.9910)
H (-1.3656, -0.4904, 6.2353)
N (0.6097, -0.1465, -2.2320)
C (2.8739, -5.1761, -1.1523)
H (0.9579, -5.7393, -0.3847)
H (-2.3771, 7.5573, 1.1585)
O (-7.2189, 7.8088, 4.2574)
Br (-3.9114, -1.2336, -0.4660)
H (4.3265, 0.1609, 1.8840)
C (-6.2008, 6.9858, 1.0039)
C (6.3385, -5.6849, 2.2863)
H (-2.3678, -3.4009, -2.3240)
H (0.3892, -2.2418, -4.3040)
H (-6.9184, 9.7372, 4.9822)
H (5.4067, -6.0340, 0.0478)
C (4.4544, -6.1000, 4.4398)
O (1.8604, -6.7988, 3.7333)
C (1.9887, -0.6814, -2.6622)
C (2.5317, -3.4409, -3.1803)
H (2.2942, 1.4335, -6.8127)
H (1.5301, -7.3370, 1.1992)
C (2.4427, -6.8121, 0.6855)
C (-0.4806, -0.9905, -2.8503)
O (-4.5973, -1.4028, -3.7627)
H (-5.8179, 8.4741, 5.6462)

Output
* lowest unoccupied orbital energy: -4.50 eV
* max |F|: 9.76 eV/A
* energy: -187399.401 eV
* orbital gap: 0.2068 Ha
* charge: +1